19
Properties=species:S:1:pos:R:3:nbo_charge:R:1 method="wB97M-V/def2-TZVPD" total_energy_ha=-613.1116 multiplicity=1
C 3.253 1.040 2.231 -0.62
C 2.174 2.034 1.833 -0.52
S 1.148 2.638 3.202 -0.05
H 2.945 -0.010 2.207 0.22
H 3.605 1.226 3.244 0.21
H 4.139 1.097 1.598 0.22
H 1.440 1.600 1.153 0.22
H 2.607 2.869 1.275 0.21
C -3.120 -0.981 -2.537 -0.63
C -1.874 -1.839 -2.423 -0.23
N -1.373 -2.016 -1.045 -0.81
H -2.981 0.019 -2.135 0.20
H -3.343 -0.760 -3.596 0.21
H -4.015 -1.452 -2.136 0.20
H -1.905 -2.827 -2.874 0.19
H -1.110 -1.351 -3.036 0.18
H 1.779 2.167 4.254 0.12
H -2.174 -2.372 -0.528 0.34
H -1.195 -1.082 -0.688 0.34

---

141
Properties=species:S:1:pos:R:3:lowdin_charge:R:1 method="wB97M-V/def2-TZVPD" total_energy_ha=-2363.5987 multiplicity=1
C 1.983 -2.750 -10.250 -0.07
C 0.382 -2.781 -10.345 -0.28
O -0.244 -1.786 -9.530 -0.09
H 2.534 -3.187 -11.083 0.06
H 2.463 -3.137 -9.351 0.06
H 2.282 -1.708 -10.365 0.05
H 0.010 -3.799 -10.231 0.10
H 0.007 -2.574 -11.347 0.10
H 0.033 -0.940 -9.889 0.07
C -7.566 -5.717 -12.648 -0.10
C -7.579 -4.195 -12.637 -0.34
O -6.965 -3.837 -13.844 -0.07
H -6.560 -6.071 -12.876 0.08
H -8.324 -5.996 -13.379 0.07
H -7.980 -6.236 -11.783 0.07
H -7.094 -4.044 -11.672 0.10
H -8.513 -3.638 -12.562 0.12
H -6.088 -4.226 -13.813 0.08
C -3.991 -2.221 -5.252 -0.07
C -3.994 -3.318 -6.383 -0.31
O -4.244 -2.784 -7.675 -0.09
H -5.032 -1.903 -5.198 0.06
H -3.438 -1.293 -5.390 0.07
H -3.839 -2.668 -4.269 0.06
H -4.798 -4.053 -6.337 0.11
H -3.077 -3.907 -6.364 0.10
H -3.416 -2.332 -7.853 0.07
C -3.614 0.799 -18.735 -0.09
C -2.098 0.662 -18.667 -0.36
O -1.760 -0.658 -18.555 -0.07
H -4.061 1.785 -18.865 0.07
H -4.121 0.258 -17.936 0.08
H -3.943 0.325 -19.660 0.06
H -1.734 1.168 -17.773 0.11
H -1.590 1.108 -19.522 0.11
H -2.109 -1.151 -19.302 0.09
C -2.372 -6.766 -15.453 -0.09
C -1.777 -5.505 -16.089 -0.35
O -2.648 -4.535 -15.681 -0.08
H -2.665 -6.658 -14.409 0.07
H -1.716 -7.636 -15.489 0.07
H -3.312 -6.985 -15.960 0.07
H -1.979 -5.653 -17.150 0.11
H -0.768 -5.296 -15.734 0.12
H -2.356 -3.695 -16.041 0.09
C 2.698 3.831 -13.945 -0.07
C 3.367 2.450 -13.679 -0.32
O 4.739 2.700 -13.422 -0.10
H 3.196 4.261 -14.814 0.08
H 2.577 4.499 -13.092 0.07
H 1.692 3.471 -14.159 0.06
H 3.260 1.810 -14.554 0.10
H 2.968 1.930 -12.808 0.10
H 5.310 1.931 -13.475 0.08
C -10.647 0.582 -8.273 -0.10
C -9.467 1.478 -8.640 -0.40
O -10.028 2.455 -9.316 -0.04
H -11.346 1.220 -7.733 0.07
H -10.388 -0.152 -7.510 0.06
H -11.086 0.090 -9.141 0.07
H -8.689 0.950 -9.191 0.12
H -9.144 1.763 -7.638 0.11
H -9.955 2.277 -10.257 0.11
C -3.873 1.247 -13.154 -0.10
C -5.067 1.034 -12.278 -0.34
O -6.264 1.304 -12.987 -0.08
H -2.989 1.108 -12.532 0.06
H -3.696 2.291 -13.412 0.08
H -3.817 0.460 -13.906 0.08
H -5.020 1.718 -11.431 0.11
H -5.051 0.014 -11.893 0.11
H -6.551 0.547 -13.503 0.08
C -8.874 -2.327 -20.414 -0.09
C -8.105 -2.785 -19.172 -0.29
O -8.664 -2.032 -18.047 -0.10
H -9.185 -1.291 -20.545 0.08
H -9.826 -2.856 -20.363 0.06
H -8.520 -2.777 -21.342 0.07
H -7.061 -2.475 -19.151 0.09
H -8.054 -3.852 -18.953 0.11
H -8.400 -2.624 -17.338 0.06
C -4.823 11.412 -18.621 -0.03
C -4.900 9.985 -18.063 -0.54
C -3.517 9.688 -17.547 -0.16
C -3.351 8.449 -16.623 -0.14
C -4.343 8.523 -15.375 -0.09
C -5.838 8.878 -15.832 -0.44
N -5.820 9.931 -16.931 -0.15
O -7.108 10.248 -17.212 -0.02
C -6.675 7.635 -16.308 -0.03
C -6.459 9.462 -14.556 -0.06
C -5.419 8.992 -19.086 -0.03
H -4.026 11.477 -19.361 0.08
H -4.451 12.127 -17.887 0.08
H -5.750 11.750 -19.084 0.08
H -2.787 9.730 -18.355 0.12
H -3.192 10.593 -17.034 0.11
H -2.310 8.349 -16.314 0.10
H -3.649 7.581 -17.210 0.10
H -4.075 9.434 -14.840 0.10
H -4.402 7.618 -14.771 0.11
H -7.194 7.249 -15.431 0.06
H -7.496 7.852 -16.992 0.08
H -6.053 6.763 -16.510 0.07
H -6.635 8.665 -13.834 0.09
H -5.843 10.297 -14.221 0.08
H -7.405 9.979 -14.713 0.08
H -5.656 7.965 -18.806 0.08
H -4.600 8.849 -19.791 0.08
H -6.264 9.362 -19.667 0.08
H -7.232 11.140 -16.880 0.11
C -3.390 6.649 -6.206 -0.03
C -2.313 6.309 -7.319 -0.45
C -1.330 7.530 -7.325 -0.13
C 0.070 7.304 -7.900 -0.19
C 0.697 6.132 -7.127 -0.12
C -0.248 4.826 -7.134 -0.47
N -1.605 5.112 -6.728 -0.14
O -2.356 3.959 -6.750 0.00
C -0.152 4.267 -8.598 -0.03
C 0.493 3.892 -6.116 -0.04
C -3.015 6.062 -8.681 -0.02
H -3.989 5.830 -5.809 0.07
H -3.989 7.370 -6.763 0.08
H -2.910 7.086 -5.330 0.07
H -1.803 8.410 -7.761 0.12
H -1.089 7.736 -6.282 0.11
H 0.684 8.197 -7.784 0.11
H 0.051 7.159 -8.980 0.10
H 0.736 6.433 -6.079 0.11
H 1.680 5.850 -7.503 0.12
H 0.756 3.680 -8.734 0.08
H -0.897 3.545 -8.931 0.08
H -0.208 5.137 -9.252 0.06
H 1.539 3.804 -6.411 0.07
H 0.500 4.258 -5.089 0.08
H 0.065 2.897 -5.992 0.07
H -3.333 6.984 -9.166 0.08
H -3.916 5.450 -8.627 0.08
H -2.244 5.515 -9.223 0.06
H -2.885 4.002 -5.950 0.10

---

12
Properties=species:S:1:pos:R:3:nbo_charge:R:1 method="wB97M-V/def2-TZVPD" total_energy_ha=-265.4776 multiplicity=1
C -0.612 1.272 1.214 0.29
C 0.244 -0.978 0.519 -0.19
C -0.086 0.376 -1.065 -0.19
C 0.338 0.561 0.409 -0.36
N -1.372 1.836 1.855 -0.32
N -0.397 -1.027 -0.795 -0.62
H 1.226 -1.459 0.589 0.18
H -0.402 -1.359 1.313 0.20
H -0.964 0.945 -1.382 0.20
H 0.734 0.556 -1.769 0.18
H 1.332 0.985 0.564 0.25
H -0.039 -1.708 -1.452 0.36

---

48
Properties=species:S:1:pos:R:3:nbo_charge:R:1 method="wB97M-V/def2-TZVPD" total_charge=+1 total_energy_ha=-6126.0438 multiplicity=2
Cu 8.555 1.564 10.482 1.15
C 7.138 2.934 7.534 -0.67
C 6.277 2.235 8.539 0.11
N 6.699 1.729 9.673 -0.58
C 5.648 1.265 10.462 0.11
C 4.410 1.450 9.947 -0.41
S 4.569 2.233 8.438 0.52
C 6.024 0.690 11.748 0.09
C 5.256 0.110 12.672 -0.39
S 6.219 -0.358 14.001 0.49
C 7.646 0.188 13.198 0.12
N 7.406 0.644 12.024 -0.56
C 8.984 0.182 13.885 -0.66
H 8.133 2.882 7.884 0.24
H 6.833 3.968 7.451 0.26
H 7.067 2.535 6.508 0.25
H 3.531 1.031 10.308 0.26
H 4.224 -0.038 12.726 0.25
H 8.896 0.551 14.885 0.25
H 9.593 0.883 13.370 0.23
H 9.475 -0.791 13.915 0.25
Br 13.428 -1.678 11.663 0.13
C 12.334 -0.836 10.393 -0.13
C 12.678 -0.757 9.039 -0.15
C 11.817 -0.086 8.187 -0.23
C 10.658 0.473 8.717 0.05
N 10.299 0.412 10.015 -0.52
C 11.134 -0.267 10.796 0.02
H 13.580 -1.224 8.707 0.25
H 11.928 0.015 7.138 0.24
H 9.976 0.965 8.027 0.21
H 10.855 -0.314 11.872 0.21
C 10.021 6.163 11.119 -1.10
Si 8.795 4.752 10.909 1.60
C 8.127 4.208 12.651 -1.10
C 7.275 5.268 9.900 -1.10
C 9.601 3.289 10.082 -1.22
H 9.617 6.973 11.717 0.25
H 10.307 6.532 10.147 0.24
H 10.933 5.845 11.602 0.24
H 7.799 5.080 13.230 0.25
H 8.830 3.668 13.283 0.23
H 7.189 3.649 12.555 0.22
H 6.790 6.084 10.396 0.24
H 6.530 4.446 9.980 0.22
H 7.415 5.565 8.885 0.23
H 10.539 3.083 10.645 0.22
H 9.896 3.375 9.008 0.22

---

Please write out number 1 again, unchanged.
19
Properties=species:S:1:pos:R:3:nbo_charge:R:1 method="wB97M-V/def2-TZVPD" total_energy_ha=-613.1116 multiplicity=1
C 3.253 1.040 2.231 -0.62
C 2.174 2.034 1.833 -0.52
S 1.148 2.638 3.202 -0.05
H 2.945 -0.010 2.207 0.22
H 3.605 1.226 3.244 0.21
H 4.139 1.097 1.598 0.22
H 1.440 1.600 1.153 0.22
H 2.607 2.869 1.275 0.21
C -3.120 -0.981 -2.537 -0.63
C -1.874 -1.839 -2.423 -0.23
N -1.373 -2.016 -1.045 -0.81
H -2.981 0.019 -2.135 0.20
H -3.343 -0.760 -3.596 0.21
H -4.015 -1.452 -2.136 0.20
H -1.905 -2.827 -2.874 0.19
H -1.110 -1.351 -3.036 0.18
H 1.779 2.167 4.254 0.12
H -2.174 -2.372 -0.528 0.34
H -1.195 -1.082 -0.688 0.34